Entry from the Open Molecules 2025 dataset: C4H5BrN2O in the gas phase in a non-equilibrium geometry (ωB97M-V with the def2-TZVPD basis set).

Structure (ORCA input):
```
! wB97M-V def2-TZVPD RIJCOSX def2/J DEFGRID3
* xyz 0 1
Br 2.510 0.520 -0.436
C 1.860 -1.012 0.560
O 0.561 -0.814 0.974
C -0.359 -0.121 0.264
C -0.628 1.236 0.358
C -1.740 1.355 -0.524
N -2.003 0.227 -1.162
N -1.164 -0.704 -0.627
H 1.947 -1.966 -0.096
H 2.480 -1.257 1.526
H -0.213 1.991 0.940
H -2.222 2.193 -0.901
H -1.030 -1.647 -0.875
*
```

HOMO energy	-9.11	eV
E_LUMO	0.0218	Eh
energy above the lowest of the compared OMol25 structures with the same formula, charge and spin	1.241	eV
SMILES string	BrCOc1ccn[nH]1

Partial atomic charges computed with the Löwdin method, in multiples of e: number 1, Br, carries 0.6964; number 2, C, carries -0.6138; number 3, O, carries -0.1235; number 4, C, carries -0.4262; number 5, C, carries -0.0136; number 6, C, carries -0.1489; number 7, N, carries 0.0322; number 8, N, carries 0.0673; number 9, H, carries 0.0970; number 10, H, carries 0.1177; number 11, H, carries 0.0830; number 12, H, carries 0.0810; number 13, H, carries 0.1515